Record 1
{"formula": "C4H9N2OS", "method": "ωB97M-V with the def2-TZVPD basis set", "elements": ["O", "C", "C", "C", "S", "N", "C", "N", "H", "H", "H", "H", "H", "H", "H", "H", "H"], "positions_angstrom": [[-2.43771, 1.13770, -1.40246], [-1.22894, 1.24031, -1.34401], [-0.17105, 0.47877, -0.58383], [0.90595, 1.43218, -0.42825], [1.99067, 1.30911, -2.04383], [-0.48858, -0.17119, 0.71568], [-0.50382, -1.60305, 0.87746], [0.62978, -1.92191, 1.77782], [-0.73438, 1.89645, -2.03455], [0.17992, -0.43960, -1.27422], [1.71828, 1.20892, 0.29229], [0.46028, 2.46453, -0.30394], [-1.23161, 0.42705, 1.16100], [-0.23710, -1.89310, -0.30989], [-1.32377, -2.18975, 1.26958], [0.96653, -1.17649, 2.30984], [1.50556, -2.19992, 1.32131]], "forces_ev_per_angstrom": [[0.256, -0.324, 0.940], [-0.872, -0.943, -0.816], [-0.478, -4.077, 0.162], [3.477, 1.862, -1.541], [-0.835, 0.560, 0.836], [-3.005, 2.324, 0.399], [3.171, 0.587, -3.102], [0.747, -2.908, -0.783], [0.499, 0.878, -0.544], [-0.640, 2.151, 1.047], [-1.281, 0.102, 0.087], [0.844, -0.759, 0.070], [0.827, -1.491, -0.278], [-0.728, -0.331, 3.331], [-0.830, 0.653, -0.258], [-0.331, 1.881, 0.846], [-0.823, -0.166, -0.395]], "total_charge": -1, "relative_energy_kj_mol": 321.34, "homo_ev": -2.9, "lumo_ev": 3.75, "mol_weight_g_mol": 133.20}

Record 2
{"formula": "C3F5IO", "method": "ωB97M-V with the def2-TZVPD basis set", "elements": ["C", "C", "C", "O", "F", "F", "F", "F", "F", "I"], "positions_angstrom": [[1.30167, 0.80783, 0.36545], [2.25646, 0.76356, 1.39521], [-2.77902, -1.41176, -1.50156], [0.10797, 0.31234, 0.48529], [1.60989, 1.49140, -0.76556], [3.35221, 1.47451, 1.39309], [2.02056, 0.14047, 2.57832], [-3.33068, -0.63648, -2.36925], [-3.70603, -1.78549, -0.65226], [-0.83303, -1.15637, -0.92873]], "forces_ev_per_angstrom": [[2.026, -0.187, 3.159], [-3.182, -0.464, -2.061], [-0.433, -0.644, 0.153], [0.393, -0.152, -0.606], [-0.052, -0.232, 0.259], [0.728, 0.184, 0.157], [0.302, 0.592, -1.145], [-0.079, 0.302, -0.370], [0.525, 0.020, -0.199], [-0.227, 0.582, 0.654]], "total_charge": 0, "relative_energy_kj_mol": 317.27, "homo_ev": -7.7, "lumo_ev": -1.83, "mol_weight_g_mol": 273.93}

Record 3
{"formula": "C26H20BF3N9O2Pd", "method": "ωB97M-V with the def2-TZVPD basis set", "elements": ["Pd", "C", "C", "C", "C", "N", "C", "N", "C", "N", "C", "N", "C", "C", "C", "C", "C", "N", "C", "C", "C", "C", "C", "C", "H", "H", "H", "H", "H", "H", "H", "H", "H", "H", "H", "H", "B", "N", "C", "C", "C", "N", "N", "C", "C", "C", "N", "H", "H", "H", "H", "H", "H", "H", "H", "F", "C", "F", "F", "C", "O", "O"], "positions_angstrom": [[0.43208, -0.22638, 0.15218], [2.45230, 2.81474, 2.27229], [1.80210, 3.99421, 1.91629], [0.66229, 3.92328, 1.15397], [0.17161, 2.68494, 0.72637], [0.89025, 1.57354, 0.97787], [1.97521, 1.63116, 1.77790], [-1.08759, 2.70226, 0.16232], [-1.80981, 1.65101, 0.06627], [-1.43352, 0.33076, 0.21517], [-2.49693, -0.51118, 0.01007], [-2.49996, -1.78327, -0.12783], [-1.37896, -2.53833, -0.39127], [-1.60344, -3.90929, -0.56964], [-0.60778, -4.72431, -1.04118], [0.61933, -4.15760, -1.38394], [0.81198, -2.82554, -1.14713], [-0.14481, -2.03490, -0.61259], [-3.69500, 0.33635, -0.14119], [-5.02575, 0.00342, -0.29118], [-5.92039, 1.05218, -0.47787], [-5.48722, 2.37648, -0.51600], [-4.14398, 2.70249, -0.36128], [-3.26317, 1.65588, -0.17761], [3.32670, 2.81108, 2.90559], [2.16998, 4.95172, 2.25921], [0.07719, 4.79458, 0.90076], [2.45945, 0.69411, 2.00109], [-2.59690, -4.27121, -0.35066], [-0.78512, -5.78240, -1.17736], [1.41969, -4.74085, -1.81415], [1.75152, -2.35184, -1.37793], [-5.35193, -1.02698, -0.26151], [-6.97398, 0.83816, -0.59645], [-6.21272, 3.16454, -0.66590], [-3.79851, 3.72675, -0.38419], [2.92526, 1.37401, -1.42877], [3.28846, 0.08186, -0.61814], [4.52450, -0.35905, -0.37543], [4.46757, -1.42922, 0.50437], [3.11818, -1.59595, 0.77061], [2.42007, -0.67794, 0.08575], [1.61058, 1.07255, -2.21885], [1.33197, 1.42935, -3.47337], [0.05178, 1.00776, -3.79915], [-0.41092, 0.37293, -2.66112], [0.54566, 0.42161, -1.72213], [2.77598, 2.31935, -0.70384], [3.79578, 1.54625, -2.23335], [5.36356, 0.11232, -0.85869], [5.28551, -2.01564, 0.88262], [2.60943, -2.33446, 1.36776], [2.07469, 1.94742, -4.05564], [-0.46466, 1.12954, -4.73408], [-1.34816, -0.12545, -2.47754], [1.28264, -1.90006, 4.65085], [0.08363, -2.00529, 4.05439], [-0.68197, -1.00172, 4.47884], [-0.47401, -3.15190, 4.42366], [0.30752, -1.98074, 2.51666], [0.23921, -0.76664, 2.06238], [0.57350, -3.00044, 1.93173]], "forces_ev_per_angstrom": [[0.005, -0.146, 0.067], [0.001, 0.020, 0.002], [0.004, -0.011, 0.000], [0.005, -0.003, 0.002], [-0.017, 0.021, -0.029], [-0.003, -0.003, 0.018], [0.004, -0.009, -0.010], [0.000, -0.006, 0.020], [0.011, -0.014, 0.015], [0.022, 0.034, -0.053], [-0.025, -0.043, 0.015], [0.023, 0.019, -0.010], [-0.021, -0.011, 0.009], [-0.003, 0.015, 0.008], [0.014, 0.010, -0.005], [-0.012, -0.032, 0.004], [0.018, 0.035, -0.001], [0.000, -0.040, -0.004], [0.004, 0.006, 0.003], [0.001, 0.001, -0.002], [0.000, 0.000, 0.001], [-0.002, -0.001, 0.002], [0.003, -0.002, -0.003], [-0.005, 0.008, 0.002], [-0.001, -0.001, 0.001], [0.002, 0.000, 0.000], [-0.002, -0.001, 0.001], [-0.004, 0.006, 0.007], [0.001, -0.003, -0.001], [0.001, -0.001, 0.000], [-0.002, -0.002, -0.001], [-0.002, 0.010, 0.003], [0.000, 0.000, 0.000], [0.000, 0.001, 0.000], [-0.001, -0.001, 0.000], [0.000, 0.000, 0.001], [0.052, -0.027, -0.066], [-0.026, 0.018, 0.057], [0.010, -0.038, -0.062], [-0.021, 0.004, 0.017], [-0.001, -0.031, -0.044], [0.062, 0.076, 0.056], [0.041, -0.051, -0.075], [0.069, -0.041, 0.016], [-0.064, -0.023, -0.006], [0.040, -0.038, -0.015], [-0.093, 0.277, -0.013], [-0.058, -0.035, 0.043], [-0.005, 0.014, 0.006], [0.003, 0.006, 0.009], [0.001, 0.005, 0.006], [0.011, 0.004, 0.004], [-0.007, 0.009, -0.005], [0.001, 0.007, 0.000], [-0.005, 0.012, 0.005], [-0.003, 0.012, -0.002], [-0.011, -0.038, -0.010], [-0.012, -0.001, -0.002], [0.019, 0.010, 0.004], [0.036, 0.034, 0.014], [-0.006, 0.011, -0.004], [-0.050, -0.033, 0.007]], "total_charge": 1, "relative_energy_kj_mol": 4.70, "homo_ev": -11.6, "lumo_ev": -4.61, "mol_weight_g_mol": 664.73}

Record 4
{"formula": "C7H17NO", "method": "ωB97M-V with the def2-TZVPD basis set", "elements": ["C", "C", "C", "C", "C", "C", "C", "H", "H", "H", "H", "H", "H", "H", "H", "H", "H", "H", "H", "H", "H", "H", "H", "H", "N", "O"], "positions_angstrom": [[1.40584, -1.21419, -3.54084], [0.59621, -1.12990, -2.15068], [1.52204, -0.90833, -1.12389], [1.04384, -0.65903, 0.29002], [2.14964, -0.44667, 1.27975], [-2.39988, 1.61078, 1.43844], [-3.46170, 2.28324, 2.36553], [1.94837, -0.12598, -3.59579], [2.10346, -2.05994, -3.61663], [0.72491, -1.43067, -4.43370], [-0.10670, -1.96879, -2.09463], [0.06665, -0.19259, -2.09403], [2.08186, -1.78710, -1.03842], [2.25274, -0.15920, -1.45142], [0.17075, -1.51320, 0.32857], [0.35121, 0.19697, 0.12461], [3.18544, -0.05035, 0.52302], [1.72959, 0.46507, 2.19776], [2.26206, -1.60608, 1.77068], [-0.89299, 0.20169, 1.61433], [-1.60915, 0.77863, 3.23026], [-3.30720, 3.39486, 2.17626], [-3.31210, 2.12816, 3.40538], [-4.44047, 1.82471, 2.11058], [-1.68378, 0.65874, 2.09210], [-2.38064, 1.70916, 0.19273]], "forces_ev_per_angstrom": [[-0.971, 1.984, -0.074], [-1.553, 0.145, -4.319], [3.392, -0.390, 2.853], [-4.170, -0.125, -2.367], [0.717, -0.133, 1.532], [-1.327, -0.876, -1.571], [0.842, 1.157, -2.067], [-1.093, -2.910, -0.477], [0.206, 0.481, 0.631], [0.696, 0.932, 1.176], [0.232, 0.106, 0.451], [-1.241, 0.254, -1.036], [1.623, -1.628, 0.182], [-0.150, 0.278, 0.244], [2.356, 1.428, 1.177], [0.592, 0.204, 0.631], [-3.057, -1.215, 3.065], [1.880, -3.057, -2.823], [0.560, 3.669, -0.914], [-0.698, 0.426, 0.419], [-0.106, -0.587, -4.252], [-1.042, -1.319, 0.099], [0.425, -0.329, 0.886], [0.498, 0.896, -0.141], [1.284, 0.253, 3.931], [0.105, 0.355, 2.764]], "total_charge": 0, "relative_energy_kj_mol": 433.41, "homo_ev": -9.8, "lumo_ev": 0.70, "mol_weight_g_mol": 131.22}

Record 5
{"formula": "CHN3O", "method": "ωB97M-V with the def2-TZVPD basis set", "elements": ["C", "N", "N", "N", "O", "H"], "positions_angstrom": [[2.56440, 0.23426, -0.14093], [3.54177, 0.72150, 0.09739], [0.38487, 0.53030, 0.04225], [1.25894, -0.28814, -0.10199], [1.10821, -1.64184, 0.01573], [-0.65188, 0.12273, 0.10285]], "forces_ev_per_angstrom": [[-3.768, -1.882, -0.264], [3.532, 1.545, 0.401], [-3.927, 2.035, -0.299], [-0.080, -6.222, 1.115], [1.104, 4.279, -0.905], [3.139, 0.245, -0.047]], "total_charge": 0, "relative_energy_kj_mol": 564.13, "homo_ev": [-11.2, -11.2], "lumo_ev": [-1.26, -1.25], "mol_weight_g_mol": 71.04}

Record 6
{"formula": "C4H9N2OP3", "method": "ωB97M-V with the def2-TZVPD basis set", "elements": ["C", "C", "C", "C", "N", "N", "O", "P", "P", "P", "H", "H", "H", "H", "H", "H", "H", "H", "H"], "positions_angstrom": [[0.42840, 0.76562, 0.91064], [-0.48130, -1.14524, -0.12621], [1.43956, 0.26898, -0.09870], [1.06344, -1.24548, -0.20128], [-0.86215, 0.19131, 0.50494], [1.36774, 1.01762, -1.29655], [1.88614, -1.80127, 0.85383], [-2.72524, 1.12469, -2.08712], [0.17452, 1.51123, -2.12393], [-2.10803, 1.13668, -0.15839], [0.70218, 0.50240, 1.93616], [0.56218, 1.89338, 1.00049], [-0.97352, -1.25960, -1.07773], [-1.02803, -1.99239, 0.49484], [2.35516, 0.44980, 0.29144], [1.46332, -1.83326, -1.09674], [1.75240, -2.69076, 1.03916], [-2.02876, 2.37387, 0.36208], [-2.98799, 0.73242, 0.87307]], "forces_ev_per_angstrom": [[0.134, 1.755, 0.843], [-1.818, -1.357, 2.382], [-1.819, -0.778, -0.326], [1.555, -0.361, -0.741], [2.172, -0.425, -0.424], [-1.626, -0.374, -0.396], [-0.564, 2.977, 0.055], [1.855, -0.270, -0.036], [-0.904, 0.681, -1.626], [-1.221, -1.704, 0.554], [-0.048, -0.763, -0.121], [-1.007, -1.072, -0.673], [0.171, 0.273, -0.753], [1.515, 1.466, -0.890], [3.176, -0.238, 1.225], [-1.097, 1.389, 0.515], [-0.796, -2.516, 0.171], [1.129, 1.400, 0.743], [-0.808, -0.082, -0.504]], "total_charge": 0, "relative_energy_kj_mol": 17.72, "homo_ev": [-7.4, -7.4], "lumo_ev": [-0.72, -0.72], "mol_weight_g_mol": 194.05}

Number 5 is which compound? CHN3O